No. 1
{"formula": "C7H12ClN2O2", "method": "ωB97M-V with the def2-TZVPD basis set", "symbols": ["C", "C", "C", "C", "C", "C", "C", "N", "N", "O", "O", "Cl", "H", "H", "H", "H", "H", "H", "H", "H", "H", "H", "H", "H"], "xyz": [[1.030, 0.170, 0.977], [1.845, -0.797, 0.150], [0.175, 1.277, 0.284], [1.979, -2.112, 0.308], [-1.000, 0.563, -0.329], [-1.818, -0.184, 0.711], [-1.690, 1.523, -1.374], [-0.824, -0.768, -1.024], [-1.401, -1.356, -0.041], [-0.362, -1.227, -2.022], [-1.828, -2.572, 0.227], [-3.576, 0.018, 0.540], [0.362, -0.404, 1.626], [1.647, 0.770, 1.746], [-1.751, -0.026, 1.840], [2.045, -0.495, -0.779], [-0.193, 1.856, 1.024], [0.799, 1.889, -0.435], [2.374, -2.811, -0.455], [1.752, -2.552, 1.217], [-2.589, 1.192, -1.646], [-1.122, 1.687, -2.301], [-1.945, 2.439, -0.996], [-2.514, -2.944, -0.387]], "lowdin_charge": [-0.171, -0.166, -0.087, 0.040, -0.344, -0.493, 0.021, -0.085, -0.115, 0.232, 0.151, 0.758, 0.094, 0.154, 0.161, 0.053, 0.096, 0.167, 0.090, 0.043, 0.015, 0.124, 0.076, 0.185], "max_force_ev_per_a": 5.752, "total_charge": 1, "e_homo_ev": -13.32}

---

No. 2
{"formula": "C37H58As3F4N4O2PS4Tl", "method": "ωB97M-V with the def2-TZVPD basis set", "symbols": ["Tl", "C", "C", "N", "C", "C", "C", "C", "N", "C", "C", "F", "C", "F", "C", "C", "F", "C", "F", "H", "H", "H", "H", "H", "H", "H", "H", "H", "H", "H", "H", "H", "H", "H", "S", "C", "C", "C", "C", "N", "C", "C", "C", "S", "C", "N", "H", "H", "C", "As", "C", "C", "C", "C", "C", "As", "C", "C", "C", "As", "C", "C", "H", "H", "H", "H", "H", "H", "H", "H", "H", "H", "H", "H", "H", "H", "H", "H", "H", "H", "H", "H", "H", "H", "H", "H", "H", "H", "H", "C", "C", "C", "O", "P", "S", "S", "O", "C", "C", "C", "H", "H", "H", "H", "H", "H", "H", "H", "H", "H", "H", "H", "H", "H"], "xyz": [[0.639, -0.196, 0.953], [-1.063, 3.402, 3.911], [-0.468, 2.323, 3.002], [-1.259, 1.108, 2.846], [-2.557, 1.339, 2.217], [-3.129, 0.069, 1.598], [-1.342, 0.285, 4.057], [-0.639, -1.079, 3.905], [0.723, -0.873, 3.451], [1.779, -0.996, 4.236], [3.028, -0.436, 3.799], [2.995, 0.408, 2.730], [4.227, -0.628, 4.433], [5.344, -0.088, 3.905], [4.320, -1.347, 5.611], [3.124, -1.814, 6.131], [3.158, -2.472, 7.306], [1.913, -1.645, 5.506], [0.822, -2.168, 6.126], [-0.373, 4.244, 3.976], [-2.015, 3.765, 3.521], [-1.231, 3.021, 4.920], [-0.321, 2.745, 2.001], [0.513, 2.025, 3.382], [-3.286, 1.750, 2.936], [-2.404, 2.079, 1.429], [-3.306, -0.696, 2.355], [-4.079, 0.289, 1.111], [-2.445, -0.334, 0.850], [-0.862, 0.800, 4.895], [-2.393, 0.123, 4.325], [-0.722, -1.602, 4.858], [-1.165, -1.668, 3.144], [5.257, -1.519, 6.115], [3.343, -2.166, 1.156], [2.438, -3.667, 1.073], [1.826, -4.505, 1.978], [1.242, -5.659, 1.456], [0.591, -6.581, 2.331], [0.065, -7.322, 3.034], [1.276, -5.937, 0.069], [1.873, -5.058, -0.833], [2.456, -3.933, -0.297], [3.350, -2.567, -0.923], [0.708, -7.156, -0.411], [0.282, -8.152, -0.795], [1.790, -4.295, 3.039], [1.858, -5.256, -1.895], [-2.583, 2.902, -1.366], [-0.742, 2.167, -1.380], [-1.038, 1.084, -2.986], [0.020, 3.877, -2.084], [1.455, 4.002, -2.643], [1.550, 5.437, -3.187], [2.544, 3.837, -1.573], [2.688, 2.110, -0.583], [4.168, 2.742, 0.554], [3.836, 1.101, -1.830], [1.630, 2.959, -3.755], [3.073, 2.906, -5.126], [2.349, 4.271, -6.356], [4.590, 4.015, -4.504], [-2.672, 3.727, -0.658], [-3.275, 2.112, -1.073], [-2.862, 3.262, -2.358], [-1.411, 1.672, -3.825], [-1.787, 0.336, -2.720], [-0.145, 0.537, -3.283], [-0.080, 4.574, -1.242], [-0.666, 4.231, -2.861], [1.301, 6.151, -2.399], [0.849, 5.587, -4.011], [2.556, 5.668, -3.537], [2.398, 4.597, -0.798], [3.519, 4.028, -2.031], [4.972, 3.178, -0.040], [4.560, 1.901, 1.126], [3.794, 3.486, 1.257], [4.523, 1.755, -2.371], [3.243, 0.537, -2.549], [4.420, 0.388, -1.245], [0.728, 2.955, -4.376], [1.666, 1.979, -3.275], [1.354, 3.977, -6.690], [2.990, 4.342, -7.235], [2.289, 5.254, -5.891], [5.144, 3.522, -3.707], [4.309, 5.014, -4.177], [5.261, 4.116, -5.359], [-2.605, -3.928, 0.996], [-2.917, -4.750, -0.247], [-4.318, -5.340, -0.162], [-2.856, -4.035, -1.492], [-2.221, -2.617, -1.953], [-2.393, -2.608, -3.906], [-0.444, -2.272, -1.133], [-3.241, -1.529, -1.263], [-4.599, -1.495, -1.731], [-4.807, -0.268, -2.606], [-5.538, -1.483, -0.532], [-2.733, -4.554, 1.882], [-3.283, -3.074, 1.060], [-1.588, -3.550, 0.973], [-2.200, -5.570, -0.336], [-5.046, -4.546, 0.013], [-4.368, -6.061, 0.655], [-4.569, -5.837, -1.099], [-4.786, -2.389, -2.332], [-4.531, 0.633, -2.053], [-5.854, -0.200, -2.908], [-4.183, -0.344, -3.495], [-5.510, -0.510, -0.038], [-5.251, -2.245, 0.193], [-6.557, -1.681, -0.867]], "lowdin_charge": [0.560, -0.081, -0.279, -0.230, -0.261, -0.074, -0.174, -0.230, -0.086, -0.229, -0.226, -0.051, -0.256, 0.066, 0.023, -0.244, 0.071, -0.145, 0.046, 0.070, 0.065, 0.066, 0.092, 0.107, 0.115, 0.089, 0.074, 0.057, 0.044, 0.116, 0.117, 0.102, 0.095, 0.118, 0.670, -0.603, 0.011, -0.173, -0.184, 0.174, -0.175, -0.015, -0.665, 0.669, -0.186, 0.176, 0.134, 0.136, -0.325, 1.077, -0.325, -0.369, -0.673, -0.076, -0.352, 1.071, -0.320, -0.321, -0.393, 1.133, -0.354, -0.355, 0.017, -0.005, 0.024, 0.033, -0.020, 0.017, 0.072, 0.072, 0.085, 0.082, 0.051, 0.077, 0.054, 0.024, 0.011, 0.021, 0.007, 0.013, 0.007, 0.064, 0.014, 0.016, 0.010, 0.004, -0.005, 0.002, 0.012, -0.073, -0.445, -0.046, -0.342, -0.183, 0.197, 0.161, -0.364, -0.498, -0.059, -0.046, 0.086, 0.062, 0.020, 0.131, 0.068, 0.081, 0.083, 0.108, 0.059, 0.081, 0.045, 0.059, 0.061, 0.082], "max_force_ev_per_a": 0.590, "total_charge": -1, "e_homo_ev": -4.76}

---

No. 3
{"formula": "C23H23BrCrF4GeI2O4PS", "method": "ωB97M-V with the def2-TZVPD basis set", "symbols": ["Cr", "F", "C", "C", "F", "C", "F", "C", "P", "C", "C", "C", "C", "C", "C", "C", "C", "C", "C", "C", "C", "C", "Br", "C", "F", "H", "H", "H", "H", "H", "H", "H", "H", "H", "H", "I", "C", "I", "H", "H", "O", "S", "O", "O", "O", "C", "Ge", "C", "C", "C", "H", "H", "H", "H", "H", "H", "H", "H", "H", "H", "H"], "xyz": [[-1.634, 0.370, 0.236], [1.451, 6.646, -0.718], [1.303, 5.341, -0.528], [2.380, 4.566, -0.145], [3.571, 5.129, 0.026], [2.218, 3.199, 0.038], [3.315, 2.498, 0.332], [0.990, 2.580, -0.112], [0.715, 0.777, 0.028], [1.674, 0.110, 1.402], [1.990, 0.820, 2.551], [2.632, 0.177, 3.597], [2.941, -1.172, 3.509], [2.601, -1.891, 2.371], [1.964, -1.250, 1.323], [1.634, 0.298, -1.480], [2.978, -0.057, -1.455], [3.653, -0.318, -2.640], [2.995, -0.221, -3.855], [1.653, 0.137, -3.888], [0.978, 0.392, -2.708], [-0.066, 3.382, -0.529], [-1.784, 2.655, -0.885], [0.070, 4.738, -0.737], [-0.952, 5.488, -1.142], [1.700, 1.855, 2.651], [2.875, 0.729, 4.494], [3.437, -1.665, 4.334], [2.822, -2.947, 2.303], [1.694, -1.815, 0.438], [3.508, -0.123, -0.515], [4.699, -0.593, -2.609], [3.523, -0.427, -4.777], [1.133, 0.209, -4.834], [-0.073, 0.658, -2.742], [-5.619, 3.047, -0.289], [-5.485, 1.145, 0.612], [-4.348, -0.271, -0.465], [-6.481, 0.727, 0.683], [-4.984, 1.250, 1.567], [-2.879, 1.303, 1.842], [-1.657, 1.036, 2.690], [-1.851, 0.920, 4.096], [-0.615, 1.984, 2.255], [-1.238, -0.308, 2.007], [-0.242, -4.063, -0.604], [-1.845, -2.962, -0.431], [-3.167, -3.637, -1.708], [-2.556, -3.156, 1.368], [-1.308, -1.139, -1.032], [-0.512, -5.115, -0.507], [0.478, -3.831, 0.180], [0.237, -3.914, -1.571], [-3.273, -4.713, -1.569], [-2.859, -3.455, -2.737], [-4.149, -3.190, -1.553], [-2.267, -4.145, 1.726], [-3.644, -3.107, 1.352], [-2.179, -2.403, 2.053], [-1.872, -0.984, -1.964], [-0.273, -1.293, -1.336]], "mulliken_spin": [1.126, 0.000, 0.000, 0.000, 0.000, -0.004, 0.000, -0.027, -0.038, 0.006, 0.000, 0.001, -0.002, 0.001, -0.002, -0.011, 0.000, 0.000, -0.001, 0.000, -0.014, -0.002, -0.004, 0.002, 0.000, 0.000, 0.000, 0.000, 0.000, 0.001, -0.001, 0.000, 0.000, 0.000, 0.009, 0.000, -0.001, 0.002, 0.000, 0.000, 0.001, 0.000, -0.002, 0.020, -0.001, -0.001, 0.003, -0.001, 0.003, -0.083, 0.000, 0.000, 0.000, 0.000, 0.000, 0.000, 0.000, 0.000, -0.001, -0.008, 0.028], "max_force_ev_per_a": 1.025, "e_homo_ev": [-9.21, -8.81], "multiplicity": 2}

---

No. 4
{"formula": "C3H4FN2O2S", "method": "ωB97M-V with the def2-TZVPD basis set", "symbols": ["O", "S", "O", "F", "N", "C", "C", "N", "C", "H", "H", "H", "H"], "xyz": [[-2.184, 0.624, 1.686], [-1.997, 0.375, 0.319], [-2.708, -0.619, -0.373], [-1.972, 1.687, -0.441], [-0.340, 0.009, 0.066], [0.674, 0.911, 0.323], [1.822, 0.265, -0.011], [1.466, -0.980, -0.451], [0.151, -1.138, -0.408], [0.539, 1.898, 0.715], [2.824, 0.636, 0.036], [2.137, -1.662, -0.776], [-0.413, -2.007, -0.686]], "lowdin_charge": [-0.150, 0.652, -0.165, -0.049, -0.097, 0.004, 0.006, 0.139, -0.005, 0.150, 0.146, 0.194, 0.175], "max_force_ev_per_a": 1.765, "total_charge": 1, "e_homo_ev": -15.53, "smiles": "O=S(=O)(F)n1cc[nH+]c1"}

---

No. 5
{"formula": "C6H8N3O2", "method": "ωB97M-V with the def2-TZVPD basis set", "symbols": ["H", "N", "N", "O", "O", "C", "C", "C", "C", "C", "N", "C", "H", "H", "H", "H", "H", "H", "H"], "xyz": [[3.619, 0.223, -1.468], [2.860, 0.035, -0.812], [3.056, -0.748, 0.073], [3.900, -1.411, 0.523], [1.698, -0.786, 0.715], [0.620, -0.689, -0.099], [0.032, -1.956, -0.340], [-1.231, -2.210, 0.148], [-1.947, -1.168, 0.744], [-1.462, 0.111, 0.618], [-0.209, 0.353, 0.191], [0.287, 1.712, 0.193], [0.679, -2.763, -0.653], [-1.591, -3.228, 0.198], [-2.835, -1.362, 1.324], [-2.023, 0.969, 0.960], [-0.413, 2.337, -0.371], [0.368, 2.098, 1.211], [1.264, 1.751, -0.293]], "lowdin_charge": [0.140, 0.193, -0.338, 0.195, 0.064, -0.234, 0.071, 0.008, 0.009, 0.006, -0.029, 0.027, 0.143, 0.134, 0.130, 0.155, 0.120, 0.119, 0.089], "max_force_ev_per_a": 4.639, "total_charge": 1, "e_homo_ev": [-14.06, -14.06], "smiles": "[H]/N=[N+](\\[O-])Oc1cccc[n+]1C"}

---

What did the third record say?
{"formula": "C23H23BrCrF4GeI2O4PS", "method": "ωB97M-V with the def2-TZVPD basis set", "symbols": ["Cr", "F", "C", "C", "F", "C", "F", "C", "P", "C", "C", "C", "C", "C", "C", "C", "C", "C", "C", "C", "C", "C", "Br", "C", "F", "H", "H", "H", "H", "H", "H", "H", "H", "H", "H", "I", "C", "I", "H", "H", "O", "S", "O", "O", "O", "C", "Ge", "C", "C", "C", "H", "H", "H", "H", "H", "H", "H", "H", "H", "H", "H"], "xyz": [[-1.634, 0.370, 0.236], [1.451, 6.646, -0.718], [1.303, 5.341, -0.528], [2.380, 4.566, -0.145], [3.571, 5.129, 0.026], [2.218, 3.199, 0.038], [3.315, 2.498, 0.332], [0.990, 2.580, -0.112], [0.715, 0.777, 0.028], [1.674, 0.110, 1.402], [1.990, 0.820, 2.551], [2.632, 0.177, 3.597], [2.941, -1.172, 3.509], [2.601, -1.891, 2.371], [1.964, -1.250, 1.323], [1.634, 0.298, -1.480], [2.978, -0.057, -1.455], [3.653, -0.318, -2.640], [2.995, -0.221, -3.855], [1.653, 0.137, -3.888], [0.978, 0.392, -2.708], [-0.066, 3.382, -0.529], [-1.784, 2.655, -0.885], [0.070, 4.738, -0.737], [-0.952, 5.488, -1.142], [1.700, 1.855, 2.651], [2.875, 0.729, 4.494], [3.437, -1.665, 4.334], [2.822, -2.947, 2.303], [1.694, -1.815, 0.438], [3.508, -0.123, -0.515], [4.699, -0.593, -2.609], [3.523, -0.427, -4.777], [1.133, 0.209, -4.834], [-0.073, 0.658, -2.742], [-5.619, 3.047, -0.289], [-5.485, 1.145, 0.612], [-4.348, -0.271, -0.465], [-6.481, 0.727, 0.683], [-4.984, 1.250, 1.567], [-2.879, 1.303, 1.842], [-1.657, 1.036, 2.690], [-1.851, 0.920, 4.096], [-0.615, 1.984, 2.255], [-1.238, -0.308, 2.007], [-0.242, -4.063, -0.604], [-1.845, -2.962, -0.431], [-3.167, -3.637, -1.708], [-2.556, -3.156, 1.368], [-1.308, -1.139, -1.032], [-0.512, -5.115, -0.507], [0.478, -3.831, 0.180], [0.237, -3.914, -1.571], [-3.273, -4.713, -1.569], [-2.859, -3.455, -2.737], [-4.149, -3.190, -1.553], [-2.267, -4.145, 1.726], [-3.644, -3.107, 1.352], [-2.179, -2.403, 2.053], [-1.872, -0.984, -1.964], [-0.273, -1.293, -1.336]], "mulliken_spin": [1.126, 0.000, 0.000, 0.000, 0.000, -0.004, 0.000, -0.027, -0.038, 0.006, 0.000, 0.001, -0.002, 0.001, -0.002, -0.011, 0.000, 0.000, -0.001, 0.000, -0.014, -0.002, -0.004, 0.002, 0.000, 0.000, 0.000, 0.000, 0.000, 0.001, -0.001, 0.000, 0.000, 0.000, 0.009, 0.000, -0.001, 0.002, 0.000, 0.000, 0.001, 0.000, -0.002, 0.020, -0.001, -0.001, 0.003, -0.001, 0.003, -0.083, 0.000, 0.000, 0.000, 0.000, 0.000, 0.000, 0.000, 0.000, -0.001, -0.008, 0.028], "max_force_ev_per_a": 1.025, "e_homo_ev": [-9.21, -8.81], "multiplicity": 2}